The molecule C16H17N3S, computed with ωB97M-V with the def2-TZVPD basis set.

The geometry in XYZ format:
```
37
Properties=species:S:1:pos:R:3:forces:R:3
C -2.463494 -2.641243 -1.687422 -0.1 0.0 -0.1
C -1.384755 -2.173337 -1.090407 0.1 -0.1 0.2
C -1.085818 -2.334112 0.371708 -0.2 0.3 0.0
N 0.239141 -2.857794 0.609041 -0.1 0.0 -0.1
C 1.361122 -2.107216 0.621004 0.3 -0.6 0.3
N 1.174507 -0.779859 0.653379 -0.6 0.6 0.2
C 1.978293 0.128911 0.188528 0.0 -0.4 -0.2
N 1.730025 1.424369 0.596317 0.2 -0.3 -0.1
C 2.426921 2.470103 0.102666 0.5 0.5 -0.3
C 3.425373 2.308284 -0.804127 -0.1 0.1 0.1
C 3.726221 1.001276 -1.250561 -0.2 0.0 0.2
C 3.023238 -0.054290 -0.768985 0.2 0.0 -0.2
H 3.227821 -1.065486 -1.081320 0.0 0.0 0.0
H 4.511160 0.853377 -1.976321 0.1 -0.1 -0.1
H 3.970513 3.159657 -1.174304 0.0 0.1 0.0
H 2.145301 3.444713 0.474694 0.0 0.0 0.0
C 0.646883 1.626319 1.531323 -0.4 0.0 0.4
C -0.708821 1.387973 0.905723 -0.1 0.0 0.0
C -0.918367 1.550537 -0.456374 0.0 0.0 0.1
C -2.167861 1.319266 -1.004979 0.0 0.1 0.0
C -3.224531 0.938702 -0.197162 -0.1 0.0 0.0
C -3.027199 0.792057 1.165243 -0.1 0.0 0.0
C -1.775341 1.010691 1.712326 0.1 0.1 0.0
H -1.620604 0.882207 2.773962 0.0 -0.1 0.1
H -3.847257 0.497868 1.803051 -0.1 0.0 0.1
H -4.197745 0.757565 -0.627169 -0.1 0.0 0.0
H -2.315274 1.437936 -2.067965 0.0 0.0 -0.1
H -0.102585 1.849100 -1.099348 0.1 0.0 -0.1
H 0.703166 2.649156 1.917123 0.1 -0.1 -0.1
H 0.778909 0.926589 2.362472 0.0 0.2 -0.1
S 2.826751 -2.888402 0.774543 0.6 -0.3 0.0
H 0.384158 -3.854761 0.559670 0.1 0.1 0.0
H -1.815336 -2.998211 0.841287 0.0 0.1 0.0
H -1.129998 -1.350523 0.850213 -0.1 -0.2 0.0
H -0.630903 -1.630740 -1.644855 0.1 0.1 -0.1
H -2.643453 -2.497138 -2.738979 0.0 0.1 -0.2
H -3.220159 -3.183538 -1.143991 -0.1 -0.1 0.2
```
Forces are in eV/Å.

Output
E_LUMO = 0.32 eV
structure (SMILES) = C=CCNC(=S)/N=c1\ccccn1Cc1ccccc1
E_HOMO = -7.54 eV
2S+1 = 1
charge = 0
gap between HOMO and LUMO = 7.9 eV

Atomic partial charges in e from the Mulliken method, atoms 1 to 5: -0.852, 0.084, -0.015, -0.150, 0.054

The molecule C16H17NO2, computed with ωB97M-V with the def2-TZVPD basis set.

The geometry in XYZ format:
```
36
Properties=species:S:1:pos:R:3:forces:R:3
O -3.104136 -1.083957 -2.578175 0.1 0.2 -0.4
C -3.267750 -1.089824 -1.183283 0.0 0.2 0.6
C -2.374746 -0.045954 -0.491418 -0.1 -0.2 -0.4
O -2.542882 -0.052041 0.908766 0.0 0.0 0.2
C -1.776790 -1.000467 1.621519 0.2 0.1 0.3
C -0.506275 -0.369576 2.225800 -0.6 -0.3 -0.1
N 0.442272 0.019841 1.222269 0.0 0.0 0.1
C 0.540774 1.263461 0.639922 0.3 0.3 -0.4
C -0.163094 2.428438 0.910654 -0.1 0.0 0.1
C 0.143368 3.554143 0.171050 0.0 0.0 0.1
C 1.123638 3.531644 -0.819095 0.1 0.1 -0.2
C 1.822006 2.374748 -1.099499 -0.1 0.0 0.1
C 1.531704 1.228953 -0.370244 -0.3 0.2 0.2
C 2.033736 -0.115439 -0.401704 -0.1 -0.4 0.2
C 2.991847 -0.762593 -1.170787 -0.1 0.0 0.1
C 3.227175 -2.103713 -0.943898 0.2 -0.1 -0.1
C 2.521762 -2.799569 0.035442 0.0 -0.1 0.0
C 1.563933 -2.178370 0.813743 -0.1 -0.1 0.1
C 1.323048 -0.829320 0.592486 0.4 0.0 -0.4
H 1.023702 -2.732417 1.567326 0.0 -0.1 0.1
H 2.726304 -3.849171 0.187920 0.0 -0.1 0.0
H 3.966323 -2.626453 -1.532451 0.1 0.0 0.0
H 3.537540 -0.223957 -1.930803 0.1 0.0 -0.1
H 2.577974 2.354885 -1.870067 0.1 0.0 -0.1
H 1.333416 4.433804 -1.374469 0.0 0.1 0.0
H -0.391068 4.473112 0.363002 0.0 0.1 0.0
H -0.936408 2.458737 1.662822 -0.1 0.0 0.1
H -0.038567 -1.091244 2.902254 0.0 0.1 0.0
H -0.792243 0.514327 2.799304 0.1 -0.1 0.0
H -2.408953 -1.365955 2.437214 0.1 -0.1 -0.1
H -1.499618 -1.845011 0.981988 0.0 0.0 0.0
H -1.331137 -0.214756 -0.781317 0.0 0.0 0.0
H -2.663890 0.958919 -0.817955 0.1 -0.1 -0.1
H -2.993331 -2.096933 -0.859688 -0.1 0.1 0.1
H -4.314864 -0.909434 -0.902206 0.1 -0.1 0.0
H -3.324772 -0.208845 -2.916439 0.0 -0.1 0.0
```
Forces are in eV/Å.

Output
E_LUMO = 0.77 eV
structure (SMILES) = OCCOCCn1c2ccccc2c2ccccc21
E_HOMO = -7.82 eV
2S+1 = 1
charge = 0
gap between HOMO and LUMO = 8.6 eV

Atomic partial charges in e from the Mulliken method, atoms 1 to 5: -0.536, -0.505, -0.228, -0.395, -0.334

A structure of composition C16H18AlBBeBrCl4FN4O23 at a distorted geometry, computed with ωB97M-V with the def2-TZVPD basis set.

The geometry in XYZ format:
```
70
Properties=species:S:1:pos:R:3:forces:R:3
N -2.329139 0.115115 0.746581 0.1 0.0 0.5
O -2.618354 1.424985 0.219964 0.4 -0.2 0.1
C -3.362189 1.425810 -0.868444 0.2 -0.1 0.0
O -3.014873 2.081172 -1.830018 -0.4 -0.1 -0.6
C -4.647404 0.639292 -0.826555 1.0 0.5 -0.1
C -5.783125 1.298255 -0.426982 -0.2 0.2 0.1
C -6.942367 0.592523 -0.366478 0.0 0.9 0.3
N -6.968115 -0.700762 -0.686317 -1.2 -0.9 0.0
Br -8.596384 -1.619207 -0.596338 0.1 0.0 0.0
C -5.872173 -1.341520 -1.068069 0.9 0.2 -0.1
F -5.902346 -2.595429 -1.335772 -0.7 -0.9 -0.1
C -4.680546 -0.685237 -1.158700 0.4 0.2 -0.1
H -2.239507 -0.555019 -0.012579 0.2 0.1 -0.1
H -3.062513 -0.154713 1.391715 -0.2 0.1 0.1
H -5.776648 2.336019 -0.166448 -0.1 0.4 0.1
H -7.835688 1.078828 -0.038665 -0.6 -0.2 0.0
H -3.791173 -1.188844 -1.480998 0.2 -0.5 -0.2
C -1.810547 -3.600411 -0.294044 0.1 -0.1 0.3
Cl -0.905830 -3.379883 1.193914 -0.1 0.0 0.0
Cl -1.430729 -2.304198 -1.471049 -0.1 0.0 -0.2
H -1.553196 -4.559550 -0.727297 0.1 0.1 -0.2
H -2.872928 -3.561516 -0.083058 0.0 0.0 0.0
B 2.727162 0.111910 -1.699840 0.0 -2.4 0.3
O 3.043089 1.618938 -1.551390 0.2 1.0 -0.3
C 2.491095 2.226897 -2.484177 0.4 -2.0 0.3
O 2.562346 3.519891 -2.621191 -3.0 1.1 1.1
C 1.722571 1.252910 -3.407923 -0.5 -0.6 -1.0
O 1.092843 1.576483 -4.367504 0.1 0.4 0.2
O 1.881217 0.049404 -2.918939 0.4 1.1 0.5
O 3.930393 -0.651253 -1.830245 -0.3 0.6 -0.1
C 3.985255 -1.555218 -0.831140 0.3 -0.2 0.0
O 4.844264 -2.344567 -0.650691 0.0 -0.1 0.0
C 2.723666 -1.364853 0.024695 -0.1 -0.2 0.2
O 2.419959 -1.980902 0.992621 -0.1 0.2 0.0
O 2.007171 -0.357532 -0.529180 0.2 0.6 -0.2
Be -3.384975 1.109837 -3.686003 0.1 0.3 0.0
N -1.103406 -4.232570 4.835484 0.0 0.0 0.1
O -0.225054 -3.579183 4.283525 0.1 0.1 -0.1
O -1.538198 -5.241100 4.304162 -0.1 -0.2 -0.1
O -1.544749 -3.864478 5.913056 -0.1 0.1 0.1
O -1.076330 2.347436 -6.902323 -0.1 0.1 0.2
H -0.897888 2.055471 -6.003861 0.2 -0.1 0.0
H -0.399289 3.014327 -7.059485 0.0 0.0 -0.2
C 5.060115 2.982266 3.605592 -0.1 0.0 -0.1
C 4.716614 2.281280 2.322779 0.7 -0.4 1.0
C 4.928229 0.784067 2.307591 -0.3 -0.1 -0.2
O 5.211691 0.539110 0.917328 0.0 0.2 0.1
C 5.730656 1.658353 0.372441 0.0 -0.6 0.0
O 6.235250 1.752719 -0.683054 0.0 0.2 -0.3
O 5.563863 2.720019 1.254695 -0.4 0.5 -0.2
H 4.793994 4.035820 3.544226 0.0 0.1 0.2
H 4.530727 2.542463 4.450872 -0.1 0.0 -0.1
H 6.130315 2.942712 3.789838 0.0 0.0 0.0
H 3.684931 2.553708 2.029022 -0.5 -0.6 0.1
H 4.054703 0.218566 2.622235 0.0 -0.1 -0.2
H 5.787398 0.480470 2.905373 0.1 0.1 0.0
Cl 0.752758 3.657233 -1.953744 2.4 0.5 -1.0
Al 3.719450 4.447859 1.118671 0.7 0.4 -0.1
C -6.113598 -6.256816 -2.040704 -0.1 0.1 -0.2
N -4.745555 -6.844163 -1.993204 -0.1 0.0 -0.1
O -4.068864 -6.771257 -2.994164 0.1 0.1 -0.1
O -4.408060 -7.345707 -0.944729 0.1 0.0 0.2
H -6.280033 -5.841024 -3.027220 0.1 -0.1 -0.1
H -6.825001 -7.048242 -1.829074 0.0 0.0 0.1
H -6.151831 -5.482737 -1.280319 -0.1 -0.1 0.1
O 6.964914 6.893932 5.733687 -0.1 -0.1 0.0
Cl 6.875561 6.698637 4.312978 0.4 0.5 0.2
O 8.204638 6.480278 3.808635 0.0 -0.1 -0.1
O 6.344445 7.891429 3.712775 -0.2 0.0 -0.1
O 6.037346 5.571463 4.013449 -0.2 0.0 -0.2
```
Forces are in eV/Å.

Output
E_LUMO = -11.51 eV
E_HOMO = -12.52 eV
2S+1 = 1
charge = +2
gap between HOMO and LUMO = 1.0 eV

Atomic partial charges in e from the Mulliken method, atoms 1 to 5: -0.202, -0.179, 0.269, -0.556, 0.226

The molecule C16H18B2BrNO3S at a distorted geometry, computed with ωB97M-V with the def2-TZVPD basis set.

The geometry in XYZ format:
```
42
Properties=species:S:1:pos:R:3:forces:R:3
C 3.283467 -2.262816 -0.782975 1.0 0.0 -0.5
C 4.501849 -1.208672 -0.517300 -0.4 -0.5 -1.0
B 3.956455 0.318129 -0.290254 0.5 0.2 0.3
O 4.736261 1.488715 -0.696602 -2.1 -2.2 -0.6
C 2.462260 0.453666 0.379753 -3.1 0.8 2.2
C 2.204857 0.128601 1.890963 -3.1 0.9 -1.7
C 0.771327 0.220598 2.533720 0.4 0.7 -3.6
C -0.469016 0.652369 1.666300 4.1 -0.2 -1.6
C -0.158320 0.974912 0.153642 1.3 -1.3 2.3
C 1.250564 0.892907 -0.484980 -1.2 -1.1 3.0
B 1.347289 1.293000 -2.080170 0.2 0.4 -0.5
O 2.144146 2.470733 -2.382201 -2.1 -1.1 0.4
O 0.677752 0.585658 -3.130391 0.8 1.8 1.5
C -0.184604 1.470592 -3.919562 -1.0 0.3 0.6
S -1.668009 1.448397 -0.844420 0.1 -1.4 1.4
C -2.932264 0.253346 -0.160777 -1.3 -1.8 1.7
C -3.961196 -0.465800 -1.059086 -0.2 -1.0 2.8
C -4.969782 -1.486741 -0.439143 2.9 1.9 3.3
Br -6.303729 -2.510931 -1.481156 1.4 1.2 0.9
C -4.903409 -1.739512 1.099375 2.1 2.3 -1.9
C -3.859385 -0.981305 1.996166 -0.1 0.3 -3.3
C -2.833057 0.036468 1.398804 -3.1 -2.1 -2.5
N -1.839301 0.778565 2.188098 0.5 -2.1 -0.9
C -1.935004 0.509111 3.648677 0.0 1.3 0.9
H 3.747526 -3.204442 -1.270337 -0.8 1.4 1.0
H 2.748323 -2.535176 0.189514 0.5 0.4 -1.6
H 2.590089 -1.821097 -1.582968 0.7 -0.7 1.4
H 5.137741 -1.240943 -1.484213 -0.7 0.2 1.6
H 5.149582 -1.598722 0.339033 -0.7 0.7 -1.1
H 4.520070 1.564762 -1.664574 0.5 0.3 1.1
H 3.043052 -0.194170 2.612159 -1.4 0.6 -1.5
H 0.663593 -0.048608 3.634487 0.1 0.5 -1.8
H 1.817803 3.227457 -1.843515 0.8 -0.8 -0.2
H -1.217532 0.953377 -3.954867 1.7 0.8 -0.1
H 0.206426 1.682731 -4.967771 -0.3 -0.3 1.5
H -0.341474 2.426820 -3.288450 0.2 -1.2 -1.6
H -4.014189 -0.302452 -2.196722 0.3 -0.1 2.1
H -5.629220 -2.507086 1.551702 1.4 1.5 -0.7
H -3.881843 -1.230004 3.104306 0.1 0.5 -1.7
H -1.224858 1.263285 4.162777 -1.1 -1.3 -0.8
H -1.640978 -0.546521 3.967891 -0.5 1.3 -0.6
H -2.993264 0.790801 4.005067 1.6 -0.7 -0.6
```
Forces are in eV/Å.

Output
E_LUMO = 0.06 eV
structure (SMILES) = CCB(O)c1ccc2c(c1B(O)OC)Sc1cc(Br)ccc1N2C
E_HOMO = -7.93 eV
2S+1 = 1
charge = 0
gap between HOMO and LUMO = 8.0 eV

Atomic partial charges in e from the Mulliken method, atoms 1 to 5: -0.772, -0.515, 0.216, -0.532, 0.104

A structure of composition C16H18B2N6O2Sn at a distorted geometry, computed with ωB97M-V with the def2-TZVPD basis set.

The geometry in XYZ format:
```
45
Properties=species:S:1:pos:R:3:forces:R:3
H -0.139798 3.165576 0.630500 0.1 0.0 -0.3
N 0.174502 1.831076 -0.977200 1.2 3.4 -1.1
B 0.596902 0.782076 -3.319300 -0.3 0.1 -0.3
N 0.510902 1.968876 -2.288900 -0.1 0.8 0.2
C 0.661202 3.289076 -2.560400 -0.1 -0.5 0.4
Sn -0.112398 0.027476 -0.183000 -3.1 -3.5 1.3
H 0.926902 3.606976 -3.567400 -0.1 -0.1 0.4
C 0.416802 4.022476 -1.398600 -0.1 -0.3 0.0
H 0.456102 5.103276 -1.274200 0.0 -0.5 -0.1
C 0.112202 3.059976 -0.423100 0.2 -0.1 -0.6
H 1.079202 1.239976 -4.333500 -0.1 -0.2 0.2
C -2.281498 -2.810124 1.390000 1.4 -1.4 -0.3
H -2.554098 -3.171524 2.390200 -0.3 0.1 -0.3
H -1.243998 -3.323724 1.200500 -1.6 1.7 0.3
H -2.910098 -3.244124 0.598800 -0.2 0.2 0.5
N -0.793898 0.200976 -3.626800 -0.4 0.1 -0.5
N 1.541502 -0.301824 -2.742600 0.5 -0.4 0.0
N -1.610698 -0.308724 -2.665800 -0.5 0.0 -1.4
N 1.421802 -0.758624 -1.472200 1.6 -0.4 -0.5
C -1.410698 0.189876 -4.846500 -0.2 -0.1 0.4
C 2.555202 -0.951724 -3.369200 -0.4 0.1 0.6
H -0.896498 0.557776 -5.734700 -0.2 -0.1 0.4
H 2.803002 -0.714624 -4.403000 -0.1 -0.1 0.4
C -2.682498 -0.345924 -4.676300 0.4 0.1 0.1
C 3.113402 -1.863924 -2.474000 -0.3 0.2 0.1
C -2.748098 -0.638124 -3.292100 0.5 0.1 0.1
C 2.367202 -1.699524 -1.291500 0.0 0.2 -0.3
H -3.442198 -0.510824 -5.440300 0.3 0.1 0.3
H 3.947802 -2.541324 -2.648900 -0.4 0.3 0.1
H -3.570398 -1.080124 -2.724700 0.4 0.2 -0.2
H 2.469402 -2.194124 -0.325200 -0.1 0.2 -0.4
H -2.353898 -1.707224 1.347200 0.6 -0.8 -0.1
O 0.205902 -1.219724 2.802700 -0.1 1.4 -1.9
B 0.251002 -0.024224 1.998300 2.0 0.4 0.9
O 0.321002 1.147076 2.835800 -0.4 -1.2 -1.6
C 0.313302 0.633576 4.074900 -0.1 0.5 2.2
C 0.351202 1.343076 5.273500 0.0 -0.5 0.3
C 0.318902 0.615176 6.476100 0.0 -0.6 -0.7
C 0.250902 -0.794224 6.456100 0.0 0.6 -0.7
C 0.214102 -1.487624 5.233300 0.0 0.5 0.3
C 0.246402 -0.743124 4.055500 0.0 -0.5 2.1
H 0.398902 2.424176 5.278800 0.0 0.0 -0.1
H 0.343702 1.139276 7.422800 0.0 0.0 0.0
H 0.224002 -1.345024 7.387200 0.0 0.0 0.0
H 0.157402 -2.567724 5.207200 0.0 0.0 -0.1
```
Forces are in eV/Å.

Output
E_LUMO = 0.57 eV
E_HOMO = -5.88 eV
2S+1 = 1
charge = 0
gap between HOMO and LUMO = 6.5 eV

Atomic partial charges in e from the Mulliken method, atoms 1 to 5: 0.436, 0.036, 0.164, 0.175, -0.050

A structure of composition C16H18BrNRe at a distorted geometry, computed with ωB97M-V with the def2-TZVPD basis set.

The geometry in XYZ format:
```
37
Properties=species:S:1:pos:R:3:forces:R:3
C -0.880889 -1.409709 -3.005743 -1.8 0.2 0.8
C -1.172408 -2.504197 -2.120316 0.5 0.7 0.0
C -1.926476 -1.995274 -0.999149 -0.1 0.8 -0.2
H -0.770061 -3.481543 -2.245870 -0.1 -0.6 0.0
C -2.100434 -0.552976 -1.215487 -0.2 0.0 -0.8
C -1.465837 -0.223245 -2.471962 -1.1 -1.3 0.0
H -1.437949 0.741873 -2.916019 0.1 0.5 -0.1
H -0.435566 -1.492452 -3.966418 0.8 0.0 -0.3
H -2.076638 -2.495930 -0.068415 -0.6 -0.5 0.1
H -2.415023 0.193253 -0.518586 -0.7 0.1 0.0
Re -0.107028 -1.017342 -0.966594 5.1 0.9 0.4
Br 1.230984 -2.101630 0.954066 -0.6 0.0 -0.7
C 2.989435 0.735130 -0.772497 -0.2 -1.1 -1.1
C 1.995139 1.451035 -1.482392 -0.9 -0.1 0.7
C 1.522418 0.655105 -2.572656 -0.3 -0.1 0.7
H 1.495533 2.382458 -1.159313 0.6 -0.5 -0.5
C 2.307447 -0.544703 -2.591678 -0.9 -1.3 0.4
C 3.191821 -0.509664 -1.477952 -0.3 0.4 0.6
H 3.785764 -1.371524 -1.118790 -0.3 0.8 -0.4
H 3.404399 0.998423 0.203242 0.0 -0.1 -0.6
H 0.769041 0.957214 -3.303114 0.6 0.0 0.1
H 2.121228 -1.413288 -3.280558 0.6 1.1 0.7
C 1.415447 2.211000 1.803394 0.4 0.7 -0.1
C 0.169804 1.567868 2.226347 -1.2 -1.4 0.3
C -0.397523 1.759326 3.541217 -1.3 -0.9 0.4
C -1.481627 0.884013 3.630495 1.0 0.9 0.1
C -1.518394 0.157627 2.375213 1.4 1.3 -0.1
C -2.487626 -0.911381 2.083009 -0.6 -0.4 0.0
N -0.528533 0.602648 1.529814 -0.3 0.2 0.6
H 1.630798 3.110586 2.407183 -0.2 -0.4 -0.1
H 1.374581 2.519086 0.760888 0.1 -0.2 0.1
H 2.255398 1.515205 1.943463 -0.2 0.1 -0.2
H 0.013138 2.428379 4.304354 -0.3 -0.3 -0.4
H -2.207550 0.749508 4.440620 0.5 0.1 -0.3
H -3.258824 -0.934952 2.870933 0.3 0.0 -0.4
H -2.980419 -0.748571 1.114851 0.1 -0.1 0.4
H -2.023556 -1.911367 2.064423 0.1 0.4 0.0
```
Forces are in eV/Å.

Output
expectation value of S² = 3.7790
E_LUMO (spin up / spin down) = 0.38 / -1.76 eV
E_HOMO (spin up / spin down) = -7.16 / -7.13 eV
2S+1 = 4
charge = 0
gap between HOMO and LUMO (spin up / spin down) = 7.5 / 5.4 eV

Atomic partial charges in e from the Mulliken method, atoms 1 to 5: -0.512, -0.626, -0.228, 0.421, -0.477